This record from the OMol25 dataset describes a molecular structure, C30H46O3P2Tl. The level of theory is the ωB97M-V functional and the def2-TZVPD basis.

```
82
Properties=species:S:1:pos:R:3:forces:R:3
Tl -0.698393 -0.150800 1.399623 0.2605 0.1184 1.5197
C -0.851166 -3.122448 2.931734 -0.7231 1.8530 1.3685
C 0.451325 -3.429123 2.449012 1.1346 0.5574 0.4004
C 0.666045 -1.867090 4.123360 2.0046 -0.5937 -1.1097
C -0.716978 -2.161313 3.972228 -1.5286 -1.0899 -2.1552
C 1.382491 -2.636515 3.170936 -0.6999 0.3844 0.5713
C -2.129276 -3.644631 2.405559 -0.5292 -0.4525 -0.0103
H -2.016845 -4.007987 1.375713 -0.1342 0.0574 0.2272
H -2.916769 -2.877421 2.420906 0.1659 -0.2678 -0.0136
H -2.475104 -4.490330 3.021183 -0.0793 0.1460 -0.2783
C -1.802461 -1.470209 4.693930 -0.5188 0.0886 0.5230
H -2.785982 -1.879044 4.430012 0.2405 0.1224 0.1236
H -1.817058 -0.386366 4.478368 0.0486 -0.3361 0.1673
H -1.662501 -1.593354 5.780774 -0.1521 0.1464 -0.2613
C 1.224717 -0.857169 5.044395 0.1619 0.2702 0.1841
H 1.353407 -1.274712 6.054893 -0.0421 0.1157 -0.1687
H 0.558795 0.011848 5.123842 0.1258 -0.1592 0.0605
H 2.203532 -0.503715 4.701888 -0.1840 -0.0805 0.1297
C 2.836315 -2.542501 2.920341 0.5586 -0.0523 0.0611
H 3.408312 -3.153691 3.634634 0.0199 0.1716 -0.2514
H 3.175659 -1.501748 3.019075 0.0487 -0.2758 -0.0421
H 3.077929 -2.886284 1.907976 0.1026 0.0537 0.1985
C 0.777177 -4.351457 1.337369 0.0439 -0.0873 -0.2336
H 1.065699 -5.339836 1.727296 -0.0507 0.1864 -0.1609
H 1.619594 -3.968388 0.743345 -0.1662 -0.1828 0.1625
H -0.083069 -4.489876 0.671885 0.1909 -0.0796 0.1072
C -1.711712 0.528670 -4.914642 -0.5113 -0.5412 -0.0055
C -1.837632 -0.799978 -5.031502 -0.5377 0.6610 -0.1404
C -1.034301 -1.713598 -5.901291 0.4207 -0.3668 -0.3618
C 0.399061 -1.256050 -6.305678 -0.5410 -0.5476 -0.4838
C 1.266128 -0.784012 -5.184042 0.5165 0.7092 0.3469
C 1.377429 0.483160 -4.748647 0.4209 -0.7782 -0.4125
C 0.575032 1.667606 -5.183677 -0.3456 0.4867 -0.1668
C -0.843969 1.404770 -5.762449 0.5799 0.6240 -0.0953
H -1.594785 -1.928072 -6.829532 0.1317 0.0149 0.3176
H 0.333910 -0.524869 -7.123447 0.1759 -0.2215 0.3782
H -0.932967 -2.687259 -5.391348 -0.1317 0.2487 -0.0881
H -0.763386 1.046132 -6.798217 -0.1877 0.0458 0.4580
H -2.372873 1.055559 -4.211391 0.1768 -0.2622 -0.3785
H -2.690317 -1.279712 -4.528657 0.4300 0.2274 -0.0507
H -1.336823 2.389674 -5.819082 0.1787 -0.3184 -0.0999
H 0.448248 2.334652 -4.313672 0.1572 -0.1305 -0.2257
H 2.169365 0.719488 -4.024283 -0.3214 -0.1553 -0.2196
H 1.150622 2.253036 -5.922890 -0.1511 -0.1425 0.2626
H 0.888572 -2.147775 -6.732284 -0.1924 0.3514 0.0087
H 1.925787 -1.549946 -4.752748 -0.1936 0.3679 -0.0852
P -1.323980 -0.260802 -1.199776 -0.4660 -0.0642 -0.7159
C -2.899383 0.637562 -1.265244 -0.2572 0.2631 -0.2141
C -1.475660 -1.898296 -1.999556 -0.2258 -0.3136 -0.0975
P 1.419872 0.101951 -0.673810 0.6053 0.2984 -0.3748
C 0.129472 0.560760 -1.972412 -0.2439 -0.3296 0.5455
C 2.430419 -1.098736 -1.609267 0.2316 -0.1606 -0.0061
C 2.537833 1.533230 -0.579039 -0.0640 0.0950 -0.0946
H -2.905180 1.332756 -0.405347 -0.0608 -0.1735 -0.4837
H -3.723804 -0.081588 -1.117164 0.3266 0.2691 -0.1084
H -3.046220 1.194884 -2.202429 -0.0605 -0.2183 0.3659
H -1.556091 -1.824813 -3.105648 0.1489 0.0940 0.9382
H -2.397007 -2.367473 -1.605182 0.4616 0.1109 -0.1604
H -0.613913 -2.545932 -1.753072 -0.3570 0.3734 0.0307
H 2.756976 1.912755 -1.584145 0.0992 0.0212 0.2504
H 3.459076 1.203884 -0.085331 -0.1262 0.1237 -0.1078
H 2.076471 2.308194 0.040171 0.1062 -0.0342 -0.1335
H 0.026691 1.652552 -2.130069 -0.0526 -0.5917 0.2809
H 0.363314 0.058364 -2.936789 -0.2939 0.3709 0.6392
H 3.391193 -1.194974 -1.086679 -0.1833 -0.0504 -0.1697
H 2.601809 -0.759593 -2.642298 0.0217 -0.1588 0.4273
H 1.953390 -2.084174 -1.620647 0.0677 0.1415 -0.0661
O 2.033003 3.969042 3.190886 -0.2982 -0.5026 -0.4407
C 0.877408 4.513179 3.604147 -0.4574 -0.1159 0.3028
C 0.885772 5.824167 4.134783 -0.5469 -0.5142 0.1207
C -0.283354 6.332828 4.706417 0.0651 -0.5395 -0.1128
C -1.473970 5.579557 4.706510 0.0746 0.0073 -0.1158
C -1.494884 4.331709 4.085090 -0.4845 0.2866 0.2147
C -0.342001 3.761444 3.549489 0.7125 0.4893 -0.1752
C -0.390439 2.418677 2.885241 0.1842 0.2475 0.2201
O -1.533367 1.898306 2.664768 1.1431 -0.4576 -0.4498
O 0.731388 1.866437 2.564612 -1.4370 -0.2264 -0.3472
H 1.779978 3.047090 2.858071 0.3932 0.7694 0.3629
H 1.816836 6.389449 4.147430 -0.2225 -0.2139 -0.0264
H -0.262435 7.309506 5.190631 -0.0125 -0.2159 -0.2011
H -2.380581 5.972045 5.186006 0.4740 -0.1670 -0.3319
H -2.429402 3.768719 3.998835 0.3610 0.1996 0.1562
```
Forces are in eV/Å.

Net charge   +1
HOMO level (spin up / spin down)   -0.363 / -0.368 Ha
E   -2251.321941 Eh
Energy relative to the best compared isomer or geometry (same formula, charge and spin)   0.000 eV
2S+1   1

=====

This record from the OMol25 dataset describes a molecular structure, C18H33B8F32N6Zn3. The level of theory is the ωB97M-V functional and the def2-TZVPD basis.

```
100
Properties=species:S:1:pos:R:3:forces:R:3
Zn -12.334720 5.425650 -16.855610 1.9139 0.9820 0.5133
Zn -13.075150 10.317240 -14.944400 0.6215 -0.3377 0.6978
Zn -9.916820 9.637670 -18.924330 0.7699 -0.6716 0.9643
C -19.416030 8.947890 -15.335530 0.4391 1.5039 0.6637
C -18.518160 7.813190 -15.815590 -1.1696 0.7121 0.6045
N -18.604960 7.794940 -17.271500 2.2760 -2.0953 -3.7646
C -19.756750 7.587460 -17.972490 -2.0707 0.8283 0.0291
C -19.585300 7.602810 -19.323000 2.8440 -0.7324 0.6864
N -18.156230 7.593470 -19.488320 -1.5744 0.5584 3.7221
C -17.592920 7.639380 -18.210170 -2.1101 0.5934 -0.5589
C -17.489410 7.520710 -20.746770 1.5105 -0.8216 -0.8482
H -19.482260 8.965850 -14.247700 -0.2281 -0.4849 -0.0001
H -20.411810 9.025610 -15.771980 -0.0318 -0.6821 0.0810
H -19.000660 9.939360 -15.516000 0.4596 -0.0841 -0.3785
H -18.976250 6.913540 -15.404620 0.5112 -0.3948 -0.3013
H -17.488920 7.944140 -15.481480 -0.1211 -0.1256 -0.2242
H -20.671450 7.459250 -17.412770 -0.0736 0.2591 -0.2333
H -20.185740 7.444000 -20.206540 -0.2557 0.1684 0.4240
H -16.566430 7.475800 -17.916950 0.2038 0.4490 -0.4108
H -16.992320 6.551270 -20.781200 0.3924 0.0462 -0.0322
H -16.745890 8.308530 -20.867620 -0.0729 -0.0216 0.1560
H -18.114360 7.511220 -21.639770 -0.6229 0.3399 0.5649
C -11.817900 16.440630 -20.058200 -0.5262 0.7630 -1.6914
C -12.566790 16.047020 -18.843570 0.1546 -0.2849 1.3527
N -13.544120 14.933680 -19.021470 0.3001 -2.2990 0.7555
C -14.716370 14.974280 -19.749230 0.5596 -0.4399 -0.6393
C -15.154110 13.689480 -19.919740 0.4421 0.0687 0.3246
N -14.301090 12.847750 -19.207450 0.8456 4.6740 0.3301
C -13.340120 13.620000 -18.648390 -0.4703 1.3776 -1.4986
C -14.421150 11.479930 -19.054060 -0.0670 -2.8280 -0.5073
H -12.554950 16.620550 -20.840810 0.0714 0.1706 -0.3484
H -11.071500 15.776430 -20.493890 -0.0490 -0.2886 0.5980
H -11.372970 17.414450 -19.853730 0.2194 -0.0968 -0.0303
H -13.105320 16.901010 -18.432740 -0.2401 -0.0928 -0.1685
H -11.810950 15.811610 -18.094310 -0.4634 -0.6896 0.3217
H -15.043600 15.897400 -20.204380 -0.1302 -0.1638 0.1166
H -15.911100 13.262200 -20.560680 -0.1613 0.2550 0.3194
H -12.443820 13.269410 -18.158350 -0.1227 -0.0590 0.1882
H -15.444400 11.186530 -18.819560 0.1954 0.0888 0.6233
H -13.667700 11.128290 -18.349250 -0.4552 -0.0716 0.0264
H -14.224860 11.002500 -20.014070 0.2920 -0.1262 -0.0702
C -13.349980 8.553200 -21.809230 -0.3472 0.7225 -0.0250
C -12.804410 7.179430 -22.172380 -0.7680 -0.7182 0.5580
N -13.906910 6.159220 -22.516160 -0.3424 -2.2212 -0.4804
C -14.769440 6.240610 -23.604050 0.0047 0.7636 0.6835
C -15.553380 5.124300 -23.682390 0.8337 0.8601 0.2053
N -15.178190 4.288650 -22.654840 3.1014 1.7961 0.6398
C -14.105430 4.912260 -21.966730 -1.8392 1.2113 -1.8361
C -15.608450 2.918660 -22.477340 -0.5080 -0.4062 0.3558
H -12.846800 8.960380 -20.932240 0.0062 -0.2218 -0.0234
H -14.423620 8.616560 -21.632040 -0.0855 -0.5112 0.2568
H -13.194650 9.281190 -22.605470 0.2603 -0.1363 -0.1524
H -12.284960 6.695430 -21.345330 0.1669 0.2568 -0.0357
H -12.104830 7.317960 -22.996700 -0.2004 -0.7080 -0.1311
H -14.797760 7.183890 -24.129220 -0.0897 -0.3073 -0.3294
H -16.299830 4.918210 -24.435210 0.0030 -0.2918 0.2999
H -13.574650 4.559440 -21.094840 -0.1187 -0.2558 -0.0852
H -15.320770 2.635050 -21.464970 -0.3268 -0.2457 -0.1213
H -15.218710 2.200520 -23.198780 0.5730 0.3870 -0.0419
H -16.685580 2.884990 -22.640920 -0.0432 0.0478 0.4917
B -12.414560 7.204840 -13.955000 0.2895 0.6548 3.3861
F -12.679100 6.466410 -15.063820 -1.2249 -1.8767 -2.0023
F -13.374450 7.165930 -12.956490 -0.6504 -0.4677 -0.5844
F -11.218080 6.882000 -13.462870 1.7108 -1.0597 0.5542
F -12.283550 8.552500 -14.310270 -0.3124 2.3042 -0.6954
B -9.820040 6.478580 -17.710650 1.2614 -1.1338 -0.8477
F -8.580410 6.017370 -17.853710 1.3396 -0.7179 -0.3749
F -9.857230 7.813150 -17.861280 -0.2451 3.3822 -0.1440
F -10.745810 5.883550 -18.542540 -1.2379 -1.1623 -1.0493
F -10.293630 6.207910 -16.465040 -1.7490 -1.2600 3.2041
B -12.859960 8.570020 -17.721450 -1.0161 -0.3849 -0.3856
F -11.915550 9.148640 -18.515330 0.0869 0.0501 -0.6703
F -14.055630 8.580280 -18.389930 -0.8739 -0.0060 -0.3968
F -12.562550 7.264680 -17.370420 0.2717 0.2701 -0.5075
F -12.995620 9.243450 -16.513940 -0.0567 0.0904 -0.7450
B -10.934840 11.295600 -16.165950 3.7827 1.1611 0.6975
F -12.194850 11.588270 -16.422790 -4.5693 1.1265 -0.8115
F -10.913420 10.577000 -14.990680 -0.7093 -1.3710 1.3362
F -10.451660 10.558570 -17.237010 1.0320 -0.4693 -0.0400
F -10.244820 12.432650 -15.938480 0.8038 0.8756 -0.3901
B -9.943340 12.054200 -19.856950 1.4573 3.7939 -2.9739
F -10.987950 11.211870 -19.748490 -3.3352 -0.5210 0.2516
F -10.074070 13.229130 -19.142800 -0.6535 0.0287 0.6864
F -8.886300 11.310440 -19.459410 2.7179 -1.6900 1.7778
F -9.647810 12.396850 -21.193080 -0.8438 -0.0938 0.1317
B -14.365980 4.692680 -18.201940 0.4107 -2.3027 0.0672
F -14.312010 5.273330 -16.995570 -0.6354 2.0408 4.5803
F -15.331520 5.171880 -18.917190 -3.1636 1.2776 -2.5512
F -13.140750 5.072130 -18.708940 2.2893 -0.2359 -1.9240
F -14.411420 3.363040 -17.946320 -0.0275 -1.6071 -0.6086
B -15.670820 10.352300 -15.491100 -1.0358 0.7923 2.5082
F -14.766730 11.392500 -15.796870 0.8679 0.7960 0.2249
F -16.597270 10.729360 -14.512320 -0.0532 0.2518 -1.0105
F -16.172850 9.888170 -16.627380 -0.9788 -0.9775 -1.4598
F -14.864990 9.410150 -14.783650 0.6485 -0.7789 0.1525
B -9.414820 8.277840 -20.991670 2.9377 -3.1084 -1.6578
F -10.406760 9.116450 -20.755650 -3.5688 2.9535 -0.6047
F -8.574250 8.408990 -19.881010 1.6597 0.9831 1.1452
F -9.942450 7.024260 -20.848540 -0.5744 -1.5425 -0.8558
F -8.738390 8.516120 -22.159890 -0.3387 -0.0336 0.0003
```
Forces are in eV/Å.

Net charge   +1
HOMO level   -0.479 Ha
E   -9768.335456 Eh
Energy relative to the best compared isomer or geometry (same formula, charge and spin)   4.482 eV
2S+1   1